[1]
The following is a quantum chemistry calculation of a molecular structure, C31H80F12FeN6O21S3 in a non-equilibrium geometry, from the Open Molecules 2025 dataset.

```
! wB97M-V def2-TZVPD RIJCOSX def2/J DEFGRID3
* xyz -1 6
O -2.532 -2.944 3.962
H 6.698 -5.331 2.987
H 5.039 3.269 -1.478
H 1.487 0.690 -5.411
H -7.624 -0.444 -7.939
H 6.577 -1.172 3.571
H 4.767 -4.371 2.450
H 2.855 -2.591 1.584
F 0.697 -4.459 5.085
O -1.964 -1.175 -0.171
C 4.282 0.376 4.219
H 2.130 -2.105 3.156
H -0.972 -0.107 -1.581
C -2.520 -1.190 -2.573
H -1.008 2.040 -8.455
O -2.197 -5.323 4.590
Fe -4.174 -1.869 2.708
C 7.565 3.639 -1.167
O -3.265 -5.803 1.509
H -8.735 -1.445 -4.380
O 4.067 -2.587 3.197
C 4.206 1.161 7.249
C 0.506 4.748 0.501
O -1.771 0.330 4.934
H 4.660 0.559 8.046
H -5.110 -0.693 -4.798
F -4.102 2.863 1.145
O -5.912 1.934 3.495
C 5.430 2.804 -0.566
H -0.720 2.416 2.844
C -4.140 -4.640 -0.808
H 0.487 7.119 -0.574
C 0.013 1.247 -6.682
H 1.873 4.986 2.636
N 7.218 -4.501 3.249
C 7.202 -2.044 3.389
O 6.797 2.517 -0.801
O 0.194 -3.513 -1.478
S -1.845 -3.928 4.814
C 3.759 -0.357 5.484
O -1.890 -3.554 6.222
O -1.698 -4.472 0.336
C -0.012 -2.331 -6.020
H -0.919 6.173 -1.177
H 1.296 3.041 1.512
H 0.418 5.356 3.085
H -1.773 0.574 0.951
F 0.397 0.313 1.979
O 3.255 0.408 6.542
H 5.284 0.757 4.442
C -0.140 -0.255 -6.981
C -7.202 -0.060 -4.981
H -0.793 1.430 -5.969
F -4.708 -3.484 -1.106
C -0.030 2.060 -7.973
O -0.370 5.826 0.765
F 0.257 -2.358 4.527
H 3.735 2.045 7.676
H -1.517 3.968 2.172
H -1.514 1.198 5.263
N 5.221 0.503 0.465
O -0.360 2.214 -2.704
S -3.072 -4.576 0.780
O -0.240 -0.973 -5.742
H 2.843 1.001 0.837
F 0.599 -0.810 0.139
H 0.210 4.224 -0.414
N -7.163 0.388 -3.590
C -8.629 -0.660 -7.565
N 4.419 -0.624 3.157
F -6.109 3.006 0.364
O -3.586 -3.406 1.528
H 5.353 -2.882 1.599
H -0.816 -2.827 -6.579
F -5.110 -5.509 -0.524
H -3.365 -0.351 4.672
H -1.090 -0.494 -7.475
C 6.367 -3.315 3.409
H 2.555 -3.886 2.793
H -4.817 -0.754 5.062
C -0.759 3.189 2.084
C 0.576 3.832 1.722
H 2.437 1.202 3.384
H 6.216 0.554 0.256
H 7.785 -4.268 2.432
H 4.485 -1.078 5.887
H 3.365 2.710 0.989
H 7.531 -2.041 2.342
H 5.909 -3.482 4.395
H 0.379 2.078 -3.311
H 8.592 3.373 -1.422
H 1.516 5.157 0.351
F -3.336 -5.063 -1.756
F 0.133 -3.897 3.044
H -1.719 -1.080 -3.302
H 5.165 0.822 1.430
H -1.124 1.860 -3.171
H -0.215 -2.879 -5.090
H 0.346 3.082 -7.947
N 1.005 4.538 2.941
C 4.558 1.591 -0.314
O -2.528 -0.878 1.983
H -6.959 -0.367 -2.948
C -2.006 -0.373 -1.361
C 3.405 1.524 3.771
S -5.885 1.173 2.258
H 4.263 -0.428 2.178
H -9.235 -1.092 -8.369
C -0.497 6.711 -0.320
C -1.638 -0.517 1.012
H 7.759 4.210 -0.250
C -0.033 -3.643 4.351
C -5.183 2.165 0.790
O -8.661 -1.429 -6.417
H 7.161 4.284 -1.948
H 3.939 2.139 3.052
H -6.325 -2.041 -4.887
H 5.078 1.504 6.682
C -8.595 -0.734 -5.201
H 2.531 2.006 -0.560
C -0.134 -0.705 1.259
H 4.214 -1.598 3.323
H -1.191 7.521 -0.107
H -9.443 -0.080 -4.952
H -0.424 -3.778 -0.770
O -7.239 0.795 1.886
H -7.082 0.755 -5.697
H -1.130 2.662 1.194
H -1.155 0.144 4.213
H -9.208 0.273 -7.483
C 5.073 -3.327 2.567
N 1.341 1.466 -6.052
F 0.168 -1.824 1.932
H -2.552 0.564 -1.237
H 0.618 1.621 -8.743
C 3.184 1.884 0.302
C 2.758 -2.826 2.649
C -6.051 -1.037 -5.220
H -2.718 -2.198 -2.212
H 0.682 -0.630 -7.599
H 0.418 -2.601 -1.272
O -4.089 -0.996 4.476
H 3.099 2.063 4.673
H -3.464 -0.847 -2.996
H 2.932 -1.024 5.219
H 4.277 1.089 -1.246
H 1.028 -2.519 -6.286
H 8.050 -2.065 4.067
H -8.018 0.818 -3.261
H -5.935 -1.192 -6.295
F -4.878 1.353 -0.202
O -4.996 0.005 2.270
H 5.246 3.516 0.249
H 1.982 1.300 -6.824
*
```

Calculated values
Lowest unoccupied orbital energy (spin up / spin down)   1.393 / -1.378 eV
⟨S²⟩   8.763
E_tot   -6794.1422 a.u.

=====

[2]
The following is a quantum chemistry calculation of 2 unconnected molecules or ions with the total composition C4H10O in a non-equilibrium geometry, from the Open Molecules 2025 dataset.

```
! wB97M-V def2-TZVPD RIJCOSX def2/J DEFGRID3
* xyz 0 1
H -3.137 0.115 0.495
O 2.594 -0.794 -0.054
C -2.246 -0.337 0.067
H -1.216 1.388 -0.756
C 0.246 -0.672 0.026
H -0.916 0.681 1.333
H -2.384 -0.970 -0.808
H 3.430 -0.317 -0.115
H 0.117 -1.073 -0.986
C -1.030 -0.052 0.530
C 1.539 0.147 0.074
H 1.580 0.889 -0.738
H -0.606 1.831 -0.779
H 1.617 0.695 1.028
H 0.412 -1.530 0.685
*
```

Calculated values
ΔE to the lowest compared entry with this formula, charge and spin   252.8 kJ/mol
Lowest unoccupied orbital energy   0.950 eV
E_tot   -233.5487 a.u.

=====

[3]
The following is a quantum chemistry calculation of a molecular structure, C27H30Cl3N2PtS2SbSi2 in a non-equilibrium geometry, from the Open Molecules 2025 dataset.

```
! wB97M-V def2-TZVPD RIJCOSX def2/J DEFGRID3
* xyz 0 3
Si 2.731 -1.761 -0.807
C -1.689 -1.905 2.753
H -2.971 0.185 3.407
C 4.583 -2.087 -1.232
C 2.997 2.107 -3.447
H -0.830 -1.136 4.558
H -2.797 -2.815 1.162
N 2.199 1.438 -1.292
C 1.365 2.499 -1.327
C -1.557 2.276 1.179
C -3.354 3.366 2.317
C -1.769 1.112 1.899
C 1.626 -1.753 -2.396
C -1.359 -2.422 -0.851
C 3.021 1.289 -2.364
Cl 2.145 2.473 1.937
H 1.182 -3.166 0.654
H 4.968 -1.420 -1.994
H 0.761 2.659 -0.447
H -2.250 -2.459 6.040
C -1.466 -1.120 -0.383
C 2.001 3.977 -4.694
Si 2.870 1.053 3.267
H 2.809 -3.106 1.295
C 2.232 -3.183 0.381
C -3.309 -3.422 4.441
C 1.266 3.368 -2.372
H 2.440 -4.143 -0.078
H -4.192 -4.178 2.644
H -4.391 2.154 3.749
H -3.314 0.174 -2.894
C -3.450 -3.515 3.067
H -3.134 -2.148 -3.713
C -2.772 -0.563 -2.321
N 1.108 5.009 -4.837
Cl 4.030 2.079 4.573
H -3.971 4.239 2.478
C -3.583 2.202 3.032
H -2.260 0.828 -0.783
C -2.364 -2.560 4.971
H -0.805 -3.154 -0.279
S 2.967 3.649 -6.062
H 3.680 1.940 -4.266
C -1.955 -2.794 -2.043
C -1.553 -1.815 4.130
C -2.669 -1.865 -2.779
C -2.788 1.085 2.836
C 2.073 3.189 -3.535
H 2.211 -1.498 -3.274
Cl 1.176 0.444 4.269
H 0.814 -1.038 -2.323
Sb -0.488 -0.586 1.478
H 4.696 -3.101 -1.604
C -2.171 -0.192 -1.128
S 3.743 -0.549 2.268
Pt 2.511 0.259 0.362
H 3.721 0.471 -2.311
H -1.851 -3.809 -2.399
H 0.755 5.472 -4.016
H 0.558 4.179 -2.293
C -2.332 3.403 1.384
H -3.930 -4.023 5.089
H -0.773 2.289 0.437
C -2.648 -2.755 2.230
H 1.251 5.592 -5.647
H 5.204 -1.983 -0.348
H -2.137 4.297 0.809
H 1.188 -2.734 -2.554
*
```

Calculated values
Lowest unoccupied orbital energy (spin up / spin down)   -0.490 / -3.297 eV
⟨S²⟩   2.027
E_tot   -4272.0290 a.u.

=====

[4]
The following is a quantum chemistry calculation of 2 unconnected molecules or ions with the total composition C3H5NO2S in a non-equilibrium geometry, from the Open Molecules 2025 dataset.

```
! wB97M-V def2-TZVPD RIJCOSX def2/J DEFGRID3
* xyz 0 3
H 1.313 0.789 0.739
H -1.775 1.167 -0.358
C -1.759 0.255 0.074
S 3.163 -0.247 0.497
N 0.205 -1.059 -0.264
H 4.453 0.141 -1.347
C -0.256 0.009 0.157
O 0.313 1.107 0.648
O 3.582 0.338 -0.974
H -3.745 -0.362 -0.074
C -2.791 -0.568 0.212
H -2.702 -1.570 0.690
*
```

Calculated values
ΔE to the lowest compared entry with this formula, charge and spin   50.8 kJ/mol
Lowest unoccupied orbital energy (spin up / spin down)   -0.007 / -2.224 eV
⟨S²⟩   2.012
E_tot   -720.5588 a.u.

=====

[5]
The following is a quantum chemistry calculation of 2 unconnected molecules or ions with the total composition C14H36N2O3PSi in a non-equilibrium geometry, from the Open Molecules 2025 dataset.

```
! wB97M-V def2-TZVPD RIJCOSX def2/J DEFGRID3
* xyz -1 1
C -4.449 -3.799 -2.288
H 7.677 0.043 3.425
C 1.812 3.231 1.077
H 7.561 -0.210 1.666
C -3.860 -4.493 -4.638
C 7.372 0.494 2.479
H -4.551 -1.425 -0.574
H 2.143 4.371 0.980
H 5.463 4.036 2.096
C -2.508 -4.737 -5.561
H 7.946 1.407 2.310
C -0.695 0.009 2.053
O -4.933 -3.983 -5.306
H -2.106 -3.762 -6.076
C -2.282 -1.191 0.084
H 2.612 2.501 0.625
H -0.838 3.742 -2.078
H -1.206 4.807 1.177
H -4.946 -2.916 -2.903
H 6.801 3.324 3.020
H -2.365 3.354 0.862
H -2.866 0.662 2.839
H -2.559 -4.068 -0.942
H 1.065 3.471 -2.132
H -3.972 -0.142 1.356
H 6.684 3.069 1.246
H -2.773 -5.489 -6.435
H -0.416 -1.035 2.553
C -3.183 -3.171 -1.421
H -2.648 -1.284 2.410
P -2.547 -0.062 1.602
H 1.687 2.937 2.224
Si 0.131 2.851 0.220
O 4.070 1.967 2.485
H 0.477 -0.824 0.255
H -2.509 1.161 0.820
H -1.618 -5.230 -4.958
C -3.642 -2.101 -0.259
H -2.855 -5.009 -2.921
H 1.390 0.481 1.262
O -0.122 1.175 -0.232
C -1.279 3.621 1.280
H -1.390 -1.944 0.166
N 5.950 0.741 2.537
C 6.120 3.165 2.178
H 0.406 5.003 -1.253
H -2.170 -0.465 -0.855
H -5.263 -4.324 -1.611
C 5.297 1.930 2.410
H -3.964 -2.644 0.741
H 5.329 -0.046 2.691
H -1.182 3.390 2.432
C 0.153 3.857 -1.467
H -2.436 -2.623 -2.167
N -3.862 -4.875 -3.176
H -0.480 0.824 2.897
C 0.331 0.230 0.797
*
```

Calculated values
Lowest unoccupied orbital energy   2.173 eV
E_tot   -1520.8777 a.u.

=====

[6]
The following is a quantum chemistry calculation of a molecular structure, C37H32Cl2MnN4O9 in a non-equilibrium geometry, from the Open Molecules 2025 dataset.

```
! wB97M-V def2-TZVPD RIJCOSX def2/J DEFGRID3
* xyz 0 2
H -4.351 1.201 -6.468
N -1.471 1.403 0.321
O -0.568 -2.249 1.620
H 2.899 -6.875 -3.578
C 2.583 1.725 -2.190
C -1.815 1.975 3.904
C 2.727 -3.716 2.193
C 1.400 -3.139 2.647
O -0.851 0.125 -1.667
O -2.318 -1.258 0.658
H 3.404 -0.293 -0.124
N -2.278 1.631 -0.755
H -4.509 1.313 -2.180
C -4.585 1.283 -4.336
C -2.582 0.993 -3.043
C 2.295 -6.985 -2.687
O 1.264 -1.002 -2.575
H 2.939 -1.908 -0.665
C 2.434 -6.055 -1.667
C 4.116 -5.285 0.999
H 3.671 -0.775 -1.820
C -1.240 -3.467 -3.288
N 1.726 -5.246 0.587
C 0.809 1.003 3.892
C 0.421 -2.006 -2.530
C 0.734 -2.189 1.686
H -0.780 0.684 -4.147
C 3.072 0.788 3.037
H -1.660 1.910 6.038
O 0.722 0.978 1.503
O -1.421 -4.329 -1.019
C 1.645 -0.347 -1.336
H 4.012 0.450 3.471
Cl -0.261 -7.334 0.977
H -2.852 2.343 1.454
H 3.778 -2.422 3.521
H 6.020 -3.256 2.922
H 0.547 -2.941 -4.457
H -5.655 1.448 -4.386
C 5.140 -3.686 2.463
H -0.638 -1.634 -4.339
C -3.854 1.137 -5.508
H 0.656 1.019 6.001
H 3.134 1.861 2.840
Cl 3.506 -4.724 -1.980
H -2.257 -3.081 -3.385
H 6.218 -5.170 1.350
O 1.378 -1.357 1.057
C -0.203 -2.482 -3.811
C -1.150 -1.207 0.759
C -1.168 1.726 5.092
C 0.741 -7.190 -0.426
C -1.880 1.856 1.448
C -1.176 1.702 2.692
C -1.849 0.843 -4.218
C -3.954 1.214 -3.104
Mn 0.156 0.051 0.014
H 2.210 2.735 -2.326
H -0.175 -8.870 -1.363
H -1.204 -4.456 -3.740
H 3.507 1.752 -1.613
H -1.913 0.803 -6.361
C 5.248 -4.748 1.582
H 2.886 0.263 2.109
O 2.080 0.507 4.024
C -2.484 0.917 -5.448
C -0.916 -3.563 -1.798
C 0.135 1.235 5.077
N 0.066 -2.619 -1.456
C 0.575 -8.096 -1.453
H 0.680 -3.905 2.940
H -2.833 2.349 3.896
C 0.147 1.221 2.662
H 2.760 1.269 -3.163
C 2.851 -4.737 1.233
C 3.002 -0.863 -0.960
H 1.253 -8.715 -3.391
C 1.685 -6.145 -0.480
H 4.202 -6.151 0.358
H 1.615 -2.530 3.527
H 0.827 -5.095 1.017
C -1.876 0.902 -1.747
C 3.880 -3.209 2.781
C 1.371 -8.005 -2.583
O 1.556 1.013 -1.496
*
```

Calculated values
ΔE to the lowest compared entry with this formula, charge and spin   111.9 kJ/mol
Lowest unoccupied orbital energy (spin up / spin down)   -0.918 / -0.334 eV
⟨S²⟩   0.919
E_tot   -4396.6850 a.u.